Entry 1:
C10H15N2O | ωB97M-V/def2-TZVPD

Computed properties:
HOMO-LUMO gap, eV: 4.0
Max |F|, eV/A: 5.89
Charge: -1

Structure (XYZ):
```
28
Properties=species:S:1:pos:R:3:mulliken_charge:R:1
C 0.50194 2.31931 -1.64770 -0.43
C 0.91126 1.08465 -2.18300 -0.21
C -1.00770 1.16881 -0.27628 -0.14
C 1.02405 0.91523 3.04209 -0.37
C 1.82301 0.21150 2.26802 -0.71
C -0.57293 -0.07631 -0.81089 0.00
C 2.32514 0.77685 0.92296 -0.57
C -1.46385 -1.34309 1.25448 -2.09
C -2.15177 -1.94164 -1.04379 -1.59
C -1.02241 -1.31207 -0.23758 0.84
N -0.45404 2.33176 -0.69058 -0.56
N 0.26900 -0.09833 -1.82019 0.64
O 0.56575 -1.20664 -2.46142 -0.72
H 1.10610 3.23056 -1.85792 0.33
H 1.66695 0.94726 -2.99473 0.35
H -1.47195 1.26690 0.68619 0.39
H 0.74343 1.96083 2.86832 0.05
H 1.87965 -0.85865 2.54989 0.24
H 2.33391 -0.03655 0.19359 0.13
H 1.77921 1.67980 0.54918 0.06
H 3.38770 1.04051 1.10773 0.42
H -1.59483 -2.37162 1.36294 0.48
H -2.38015 -0.72397 1.15162 0.37
H -0.91577 -0.81456 1.88922 0.51
H -2.48129 -2.87380 -0.65710 0.45
H -1.77047 -2.06496 -2.03399 0.41
H -3.00742 -1.29036 -0.91340 0.38
H -0.02252 -1.92140 -0.21765 0.35
```



Entry 2:
C2H7N3S | ωB97M-V/def2-TZVPD

Computed properties:
SMILES: CN(S)/C=N\N
HOMO-LUMO gap, eV: 9.2
Max |F|, eV/A: 2.74

Structure (XYZ):
```
13
Properties=species:S:1:pos:R:3:mulliken_charge:R:1
C 0.60088 -0.30889 -2.01913 -0.90
C 0.90650 -0.70047 0.35479 0.03
H 0.09248 0.29733 -2.79212 0.27
H 1.71105 -0.25577 -2.13072 0.35
H 0.26526 -1.32010 -2.27370 0.38
H -2.01877 -0.85432 -0.62518 0.11
H 1.31638 -1.62791 -0.03472 0.39
H 0.45468 1.44457 1.40350 0.22
H 0.73819 0.96786 2.98380 0.24
N 0.19792 0.03231 -0.64898 -0.18
N 1.00072 -0.48080 1.63996 -0.38
N 0.39494 0.67797 2.06159 -0.37
S -1.42241 0.36238 -0.49455 -0.16
```



Entry 3:
C43H44N3O2 | ωB97M-V/def2-TZVPD

Computed properties:
HOMO-LUMO gap, eV: 5.9
Max |F|, eV/A: 1.42
Charge: +1

Structure (XYZ):
```
92
Properties=species:S:1:pos:R:3:mulliken_charge:R:1
C 8.11856 -0.64356 1.25008 -0.37
C 7.85676 0.73022 1.12950 -0.74
C 6.73856 1.16339 0.40698 -0.01
C 5.91736 0.21810 -0.21859 -0.52
N 4.88565 0.65938 -1.09849 0.88
C 5.21857 0.84473 -2.47750 -0.56
C 5.33845 -0.25245 -3.33848 0.13
C 5.62821 -0.04234 -4.69130 -0.68
C 5.82172 1.25882 -5.18218 -0.42
C 5.76545 2.34993 -4.30082 -0.70
C 5.44030 2.14861 -2.95712 -0.08
C 3.56757 0.77016 -0.67723 1.25
C 3.28698 1.14960 0.65813 -0.76
C 1.97359 1.29505 1.05715 -0.96
C 0.92191 0.83864 0.20742 0.56
C -0.39753 0.77798 0.73904 0.50
C -1.22310 -0.36271 0.75824 0.92
C -2.42275 -0.36379 1.54778 -0.55
C -3.16099 -1.51945 1.70781 -0.88
C -2.81014 -2.67476 0.97941 0.47
N -3.63618 -3.79559 1.01055 1.16
C -3.93958 -4.46713 -0.20986 -0.48
C -3.31632 -5.68023 -0.51421 0.04
C -3.61491 -6.31623 -1.72135 -0.74
C -4.55747 -5.76649 -2.60022 -0.37
C -5.20918 -4.57001 -2.26265 -0.70
C -4.86786 -3.89346 -1.08851 -0.21
C -4.09676 -4.34344 2.23718 -0.60
C -5.45195 -4.23712 2.56003 -0.04
C -5.94261 -4.90336 3.68768 -0.72
C -5.08339 -5.69753 4.46331 -0.38
C -3.72963 -5.80985 4.11910 -0.76
C -3.21556 -5.08962 3.03543 -0.08
C -1.65534 -2.68694 0.18204 -1.14
C -0.86134 -1.57081 0.08803 -0.53
C 1.21662 0.46050 -1.13113 -1.13
C 2.51741 0.52512 -1.59854 -0.51
C 6.14873 -1.15600 -0.06599 -0.07
C 7.27826 -1.58154 0.63487 -0.82
H 8.98803 -0.98393 1.81549 0.38
H 8.51636 1.46636 1.58469 0.38
H 6.51567 2.22370 0.27904 0.41
H 5.17950 -1.26172 -2.93804 0.29
H 5.68766 -0.90316 -5.36510 0.37
H 6.00633 1.42073 -6.24785 0.39
H 5.95534 3.36331 -4.66521 0.36
H 5.35642 2.98623 -2.25822 0.39
H 4.11314 1.35359 1.34600 0.45
H 1.72117 1.64738 2.06891 0.44
H -0.70618 1.63184 1.33380 -0.37
H -2.73371 0.56906 2.03001 0.44
H -4.02219 -1.56410 2.38022 0.54
H -2.58395 -6.09092 0.19050 0.42
H -3.09425 -7.24182 -1.97747 0.36
H -4.78838 -6.26219 -3.54558 0.39
H -5.97039 -4.15047 -2.91469 0.38
H -5.31832 -2.93394 -0.82379 0.41
H -6.10371 -3.64785 1.90907 0.41
H -6.99753 -4.81138 3.94027 0.38
H -5.47411 -6.23401 5.33163 0.38
H -3.06622 -6.46236 4.68478 0.38
H -2.15983 -5.14390 2.75883 0.43
H -1.38626 -3.60751 -0.33873 0.52
H 0.06238 -1.62470 -0.49608 0.61
H 0.40734 0.12357 -1.78392 0.65
H 2.75285 0.31340 -2.64409 0.46
H 5.47392 -1.86658 -0.55283 0.42
H 7.49617 -2.64931 0.69046 0.37
C -0.55231 7.28018 1.68842 -0.78
O -1.18976 6.04434 1.41446 -0.28
C -0.53491 4.96875 2.08087 -0.93
C -1.49680 3.79775 2.09232 -0.65
N -1.70326 3.35592 0.75793 0.47
C -3.01266 3.00431 0.33503 -0.48
C -3.37345 3.78154 -0.91250 -0.96
O -2.17358 4.05170 -1.62737 -0.33
C -2.41109 4.78527 -2.82004 -0.80
H -1.24511 8.08252 1.41947 0.23
H -0.30303 7.37359 2.75677 0.33
H 0.37113 7.38279 1.10102 0.30
H 0.37480 4.67206 1.52449 0.35
H -0.30166 5.22337 3.13708 0.50
H -1.06865 2.99344 2.71996 0.33
H -2.45318 4.12106 2.53980 0.43
H -1.10652 3.72256 0.01920 0.20
H -2.99741 1.93827 0.08890 0.15
H -3.75404 3.18061 1.11889 0.45
H -4.04928 3.14509 -1.51007 0.40
H -3.87348 4.72314 -0.62531 0.38
H -1.44919 4.97860 -3.31767 0.24
H -3.06458 4.22438 -3.51510 0.30
H -2.90727 5.74365 -2.58420 0.32
```



Entry 4:
C45H101N5O8 | ωB97M-V/def2-TZVPD

Computed properties:
SMILES: CC1(C)CCCC(C)(C)N1O.CC1(C)CCCC(C)(C)N1O.CC1(C)CCCC(C)(C)N1O.CC1(C)CCCC(C)(C)N1O.CC1(C)CCCC(C)(C)N1O.O.O.O
HOMO-LUMO gap, eV: 7.6
Max |F|, eV/A: 5.63

Structure (XYZ):
```
159
Properties=species:S:1:pos:R:3:mulliken_charge:R:1
O 3.60125 2.27151 -0.86358 -0.66
H 3.95429 1.54999 -1.38416 0.33
H 3.08520 2.78550 -1.48466 0.31
O 0.70390 0.27824 -0.73091 -0.60
H 1.57038 0.63798 -0.54111 0.31
H 0.56550 -0.38416 -0.05393 0.30
O 4.38616 -1.34431 -2.88806 -0.62
H 3.71856 -1.84951 -2.42403 0.32
H 5.13851 -1.93360 -2.94227 0.30
C -7.08104 -7.07710 0.56822 -1.71
C -5.68631 -7.47371 0.20351 1.63
C -5.68849 -8.22593 -1.16709 -1.18
C -5.86752 -7.29391 -2.39609 -0.71
C -4.70236 -6.21238 -2.40315 -1.21
C -4.65678 -5.43204 -1.05492 1.43
N -4.74874 -6.26824 0.15539 0.22
O -4.87360 -5.53456 1.24939 -0.48
C -3.26178 -4.74166 -1.02792 -1.80
C -5.72579 -4.30946 -1.12211 -1.72
C -5.23189 -8.43092 1.34959 -1.92
H -7.57297 -6.47555 -0.19613 0.33
H -7.28321 -6.38489 1.38558 0.32
H -7.62822 -8.00241 0.74848 0.46
H -4.73524 -8.71837 -1.35923 0.33
H -6.40285 -9.04131 -1.28096 0.44
H -6.86990 -6.86987 -2.33679 0.33
H -5.88345 -7.86639 -3.32351 0.41
H -4.80622 -5.41559 -3.13966 0.46
H -3.77205 -6.77628 -2.47124 0.39
H -2.42911 -5.42419 -1.19798 0.39
H -3.24043 -4.02243 -1.84667 0.39
H -3.06726 -4.31731 -0.04293 0.42
H -6.77186 -4.53249 -1.33211 0.30
H -5.72594 -3.84708 -0.13504 0.43
H -5.47456 -3.47704 -1.77942 0.46
H -5.14903 -7.84633 2.26582 0.44
H -4.22298 -8.79391 1.15351 0.40
H -5.81224 -9.29775 1.66565 0.34
H -4.09323 -5.82021 1.73004 0.40
C 1.54453 -6.33872 1.73894 -1.64
C 2.10721 -5.79473 3.10281 1.58
C 2.65007 -6.93612 3.86791 -1.37
C 3.91592 -7.55396 3.29905 -0.78
C 5.02968 -6.53529 3.33551 -1.11
C 4.66487 -5.22058 2.66074 1.50
N 3.24887 -4.77514 2.91198 0.27
O 2.84262 -3.71293 2.21781 -0.41
C 5.59742 -4.12538 3.23011 -1.89
C 4.90314 -5.42902 1.12908 -1.78
C 0.93101 -5.09713 3.93974 -1.74
H 0.46482 -6.48360 1.77546 0.44
H 1.77546 -7.37083 1.47529 0.33
H 1.76065 -5.68855 0.89120 0.28
H 2.86942 -6.68276 4.90511 0.35
H 1.96739 -7.78291 3.93865 0.42
H 3.86038 -8.05130 2.33071 0.35
H 4.14256 -8.49288 3.80418 0.43
H 5.81657 -7.03272 2.76853 0.39
H 5.43289 -6.40988 4.34039 0.39
H 6.62945 -4.45815 3.34089 0.38
H 5.42682 -3.18269 2.71018 0.39
H 5.25269 -3.93986 4.24738 0.48
H 5.98427 -5.55987 1.17518 0.54
H 4.40982 -6.29872 0.69509 0.33
H 4.72857 -4.49280 0.59888 0.35
H 1.21805 -4.79032 4.94551 0.38
H 0.13004 -5.83539 3.97850 0.42
H 0.62235 -4.17821 3.44134 0.38
H 2.92931 -2.98180 2.83388 0.35
C 3.58701 4.87554 4.34328 -2.08
C 3.52222 3.81502 5.47153 1.57
C 3.79539 4.68746 6.73896 -1.35
C 3.48504 3.87789 7.98972 -0.62
C 2.04397 3.32675 7.98258 -1.25
C 1.55633 2.48034 6.69793 1.54
N 2.17423 3.19031 5.46422 0.30
O 1.86945 2.45803 4.33355 -0.47
C 2.11320 1.04604 6.85379 -1.48
C 0.05418 2.51430 6.50862 -1.90
C 4.62318 2.90707 5.22211 -1.70
H 3.43534 4.36480 3.39236 0.52
H 4.54906 5.38677 4.30857 0.39
H 2.89920 5.69436 4.55437 0.45
H 4.77163 5.16264 6.64277 0.48
H 3.20399 5.60129 6.68197 0.46
H 3.54905 4.38324 8.95337 0.36
H 4.06397 2.95597 8.04439 0.33
H 1.26040 4.07410 8.10746 0.40
H 1.90471 2.62001 8.80064 0.44
H 2.05716 0.57825 7.83671 0.37
H 1.72989 0.30527 6.15205 0.32
H 3.17968 1.06037 6.62904 0.34
H -0.58236 2.37001 7.38161 0.38
H -0.24559 3.50756 6.17444 0.45
H -0.34811 1.85597 5.73864 0.32
H 4.31692 2.33708 4.34494 0.40
H 4.73144 2.15548 6.00409 0.29
H 5.58255 3.36060 4.97307 0.40
H 1.48224 3.05480 3.68893 0.32
C -0.74720 2.03952 -9.87435 -1.81
C -0.66329 2.05847 -8.33578 1.28
C -1.88476 2.82548 -7.75348 -0.90
C -2.15922 2.35146 -6.31634 -0.79
C -2.39417 0.84131 -6.23850 -0.84
C -1.21502 0.02742 -6.72430 1.05
N -0.57011 0.60166 -7.91239 0.61
O 0.52702 -0.08563 -8.58709 -0.46
C -0.05550 -0.09323 -5.60064 -1.69
C -1.71246 -1.44993 -6.99446 -1.83
C 0.61648 2.79904 -7.92082 -1.87
H -1.44849 1.29056 -10.24222 0.42
H -1.22077 2.94994 -10.24174 0.44
H 0.18855 1.98748 -10.43091 0.30
H -1.55202 3.82748 -7.48261 0.40
H -2.74737 2.67645 -8.40294 0.38
H -1.20509 2.47095 -5.80307 0.19
H -2.90283 2.95439 -5.79516 0.42
H -3.29572 0.55555 -6.78039 0.35
H -2.56197 0.67750 -5.17402 0.44
H 0.84663 -0.60189 -5.94054 0.31
H -0.45953 -0.79500 -4.87100 0.48
H 0.22118 0.85567 -5.14113 0.30
H -1.02348 -2.02545 -7.61267 0.40
H -2.49712 -1.35821 -7.74546 0.46
H -1.98799 -1.99874 -6.09390 0.36
H 0.86971 2.73681 -6.86247 0.35
H 1.50311 2.35768 -8.37600 0.42
H 0.74284 3.84667 -8.19393 0.48
H 0.02435 -0.82486 -8.93703 0.35
C -0.46869 8.53714 -2.67321 -1.74
C 0.24859 8.02719 -1.40760 1.87
C 0.33041 9.22582 -0.45988 -1.35
C -0.94566 9.61209 0.16028 -0.59
C -1.34031 8.35207 0.99927 -1.20
C -1.59602 7.13805 0.09454 1.52
N -0.34818 6.82040 -0.71603 0.21
O -0.50736 5.67092 -1.51155 -0.46
C -1.82511 5.90771 1.04255 -2.00
C -2.95631 7.36256 -0.73463 -1.67
C 1.68355 7.69006 -1.81334 -1.85
H 0.03122 9.20760 -3.37227 0.44
H -1.33731 9.18137 -2.53698 0.29
H -0.78080 7.69646 -3.29285 0.36
H 1.07327 9.08229 0.32476 0.39
H 0.69783 10.13343 -0.93878 0.36
H -1.58246 10.17033 -0.52598 0.32
H -0.84004 10.42832 0.87492 0.42
H -2.20471 8.67366 1.58020 0.41
H -0.56462 8.07894 1.71468 0.39
H -0.94958 5.74189 1.67029 0.46
H -2.66764 6.10514 1.70532 0.42
H -2.11553 4.95469 0.60037 0.40
H -3.03537 8.30237 -1.28107 0.28
H -3.05043 6.52452 -1.42524 0.40
H -3.83046 7.28380 -0.08827 0.42
H 1.81672 6.77127 -2.38447 0.37
H 2.29147 7.58445 -0.91480 0.41
H 2.15556 8.45901 -2.42492 0.38
H -0.09863 4.91970 -1.07541 0.32
```



Table of energy above the lowest of the compared OMol25 structures with the same formula, charge and spin (kJ/mol), in record order: 226.2, 179.9, 54.4, 615.3
Table of E (hartree), in record order: -574.58467, -642.78413, -1979.38992, -2650.46625